Record 1
Here is C6H9BrO5 in the gas phase from the OMol25 dataset. Energies are from wB97M-V/def2-TZVPD.

Geometry as XYZ:
```
21
Properties=species:S:1:pos:R:3:forces:R:3:mulliken_charge:R:1
C -1.74243 -0.77436 -0.42044 -0.378 -1.296 2.465 0.20
C -0.89217 -0.63047 0.91466 -1.160 -0.979 -2.395 0.05
C 0.54365 -0.29376 0.56957 -1.362 -1.151 1.346 -0.14
C 0.54962 0.80790 -0.40010 2.401 0.345 -0.938 -0.25
C 0.11435 0.29761 -1.74960 2.581 0.587 -1.067 -0.43
C -0.95487 -0.66232 -1.64253 -3.479 -0.274 0.663 -0.19
O -2.54372 0.28996 -0.80289 2.172 -0.903 -1.691 -0.60
O -1.10651 -1.95127 1.41541 0.432 0.714 0.724 -0.58
O 1.25374 0.02467 1.74245 1.137 3.121 -0.524 -0.59
O -0.16863 1.94818 -0.06385 0.968 0.463 1.164 -0.60
O 1.20519 -0.23031 -2.49933 0.484 -0.893 -0.057 -0.56
Br -1.29007 -1.94892 -2.91884 -0.025 0.296 -0.460 0.01
H -2.25049 -1.80250 -0.23309 0.439 1.788 -0.870 0.53
H -1.30961 0.20977 1.44062 -0.387 -0.051 0.952 0.25
H 0.94387 -1.18596 0.06012 0.460 0.075 0.239 0.36
H 1.67936 1.02830 -0.49376 -1.554 0.315 -0.206 0.48
H -0.02740 1.21058 -2.28802 -1.093 0.434 -0.734 0.45
H -0.31006 -2.23819 1.84627 0.509 -0.236 0.664 0.34
H 1.48471 1.03721 1.60878 -0.526 -3.063 0.922 0.41
H -0.93829 2.00785 -0.60928 -1.157 -0.069 -0.309 0.45
H 1.45293 -1.15395 -2.28128 -0.461 0.778 0.111 0.40
```
Forces are in eV/Å.

Properties
Multiplicity: 1
HOMO-LUMO gap (spin up / spin down): 8.08 / 8.21 eV
HOMO energy (spin up / spin down): -9.472 / -9.614 eV
Charge: 0

=====

Record 2
Here is C4H8N6O4 in the gas phase from the OMol25 dataset. Energies are from wB97M-V/def2-TZVPD.

Geometry as XYZ:
```
22
Properties=species:S:1:pos:R:3:forces:R:3:mulliken_charge:R:1
N -1.05687 -1.47066 -0.81897 0.183 0.748 1.658 -0.57
C -0.57986 -0.60066 0.25753 0.192 0.308 0.368 0.44
N -1.47570 -0.21509 1.38518 -0.007 2.711 -4.041 -0.50
N 0.52752 -1.23906 0.90405 -0.670 -0.703 1.528 -0.17
C 1.74569 -1.30350 0.26470 -1.234 -2.265 2.874 0.11
O 2.60867 -2.06344 0.65639 0.266 0.572 -0.629 -0.65
N 1.89358 -0.50585 -0.83169 3.607 -0.916 -1.071 -0.01
C 1.21210 0.55790 -1.23247 -1.777 0.764 0.754 0.29
O 1.52640 1.31594 -2.10157 0.344 0.491 -0.723 -0.60
C -0.08297 0.73656 -0.44802 -0.289 -0.618 2.646 0.25
N -1.07107 1.38720 -1.15157 -1.271 -3.502 1.449 -0.60
N 0.26036 1.69087 0.93992 0.900 -0.724 -2.841 1.07
O 1.20410 1.41432 1.61812 0.248 -0.160 0.662 -0.61
O -0.38932 2.68687 0.94405 -0.777 1.106 0.900 -0.66
H -1.55751 -2.27250 -0.36116 0.015 1.344 -1.457 0.27
H -1.47028 -0.75993 -1.42073 -1.308 -1.305 -0.471 0.35
H -2.41482 0.02426 1.07431 0.246 -0.053 -0.094 0.24
H -1.55575 -0.86854 2.05594 -0.138 -2.890 2.781 0.17
H 0.22816 -1.84215 1.76352 1.790 1.380 -2.439 0.30
H 2.86160 -0.62977 -1.21315 -1.310 0.269 0.227 0.33
H -1.66381 1.90670 -0.57036 -1.340 0.322 1.482 0.28
H -0.75021 2.05052 -1.71400 2.330 3.121 -3.564 0.25
```
Forces are in eV/Å.

Properties
Structure (SMILES): NC1(N)NC(=O)NC(=O)[C@]1(N)[N+](=O)[O-]
Multiplicity: 1
HOMO-LUMO gap: 9.95 eV
HOMO energy: -9.767 eV
Charge: 0

=====

Record 3
Here is C6H10N2 in the gas phase from the OMol25 dataset. Energies are from wB97M-V/def2-TZVPD.

Geometry as XYZ:
```
18
Properties=species:S:1:pos:R:3:forces:R:3:mulliken_charge:R:1
C -0.46044 1.37221 0.58169 0.960 0.019 -0.428 0.09
C -0.58094 0.17088 0.14592 2.078 -0.468 -0.309 -0.54
C 1.98371 0.21070 -0.19835 -2.010 1.467 1.741 0.10
C 3.26537 -0.47805 -0.59508 -1.666 -0.292 -0.637 -0.90
C -2.93403 -0.89118 0.16137 -1.020 -1.336 -2.969 -1.33
C -1.43943 -0.94908 -0.13856 -0.311 -1.935 1.803 -0.11
N 1.90210 1.33859 0.33032 2.221 -0.824 -1.181 -0.34
N 0.84945 1.97537 0.76461 -2.037 1.866 0.460 -0.05
H -1.28310 2.01713 0.76592 -0.451 0.668 0.455 0.41
H 3.14117 -0.46924 -1.67571 0.661 -0.098 -0.360 0.24
H 4.14522 0.12223 -0.30201 -0.404 -0.709 0.127 0.30
H 3.18439 -1.55469 -0.33980 0.668 0.764 0.297 0.26
H -3.53803 -1.62396 -0.48702 1.300 0.391 0.850 0.31
H -3.49529 -0.04259 -0.09896 -0.019 1.952 -0.420 0.41
H -3.22737 -1.09969 1.12006 -0.209 -0.603 2.654 0.37
H -1.32111 -1.26538 -1.13076 0.290 -0.230 -1.610 0.28
H -1.06276 -1.84844 0.45403 -0.267 1.024 -0.616 0.21
H 0.87110 3.01519 0.64233 0.216 -1.654 0.144 0.29
```
Forces are in eV/Å.

Properties
Multiplicity: 1
HOMO-LUMO gap (spin up / spin down): 8.13 / 8.01 eV
HOMO energy (spin up / spin down): -7.797 / -7.568 eV
Charge: 0

=====

Record 4
Here is C18H15F3In as an isolated structure from the OMol25 dataset. Energies are from wB97M-V/def2-TZVPD.

Geometry as XYZ:
```
37
Properties=species:S:1:pos:R:3:forces:R:3:mulliken_charge:R:1
In -1.57925 0.12398 -0.13363 -0.026 0.019 0.014 1.03
F 1.17536 -1.09658 -0.77877 0.037 -0.226 0.138 -0.18
C 2.20399 -1.95660 -0.67878 0.276 0.510 -0.034 0.57
C 2.12689 -3.19003 -1.29181 -0.401 -0.236 0.093 -0.47
C 3.21359 -4.01791 -1.17275 0.069 0.004 -0.345 -0.37
C 4.42011 -3.54943 -0.58115 0.091 -0.334 0.084 -0.30
C 4.47262 -2.30327 0.03421 -0.020 0.119 -0.161 -0.58
C 3.35825 -1.50141 0.00468 -0.095 0.119 0.458 -0.20
H 1.23024 -3.50354 -1.80909 -0.001 0.030 0.014 0.43
H 3.15002 -5.01124 -1.59677 0.204 -0.017 0.019 0.42
H 5.29914 -4.18132 -0.61372 -0.028 -0.003 0.048 0.43
H 5.38040 -1.93309 0.48810 0.043 -0.142 0.061 0.43
H 3.35625 -0.55661 0.53251 -0.087 0.141 -0.312 0.50
F -3.32370 1.82463 -2.00316 -0.098 0.075 -0.135 -0.16
C -4.27843 2.43414 -2.72011 -0.167 0.116 -0.259 0.71
C -4.90995 1.70633 -3.74530 -0.121 -0.466 0.201 -0.38
C -5.94168 2.29615 -4.42224 0.116 0.486 0.032 -0.43
C -6.25828 3.65129 -4.14421 0.098 -0.094 -0.011 -0.25
C -5.59069 4.37100 -3.11507 -0.370 -0.092 -0.607 -0.42
C -4.59804 3.76357 -2.40624 0.251 0.139 0.403 -0.40
H -4.62648 0.67971 -3.94115 0.069 0.058 0.031 0.39
H -6.49297 1.76684 -5.18594 0.055 -0.046 -0.027 0.42
H -6.99526 4.15523 -4.75754 -0.073 -0.009 0.109 0.41
H -5.87669 5.40000 -2.94940 0.100 0.011 0.158 0.42
H -4.06404 4.28921 -1.62483 0.021 -0.089 -0.001 0.41
F 0.68240 0.23974 1.84354 -0.067 -0.021 0.134 -0.23
C 1.37658 -0.03763 2.96777 0.167 -0.147 -0.026 0.66
C 2.55415 0.69627 3.19184 -0.038 0.109 -0.226 -0.20
C 3.29859 0.42081 4.31439 -0.170 -0.029 -0.093 -0.60
C 2.83999 -0.56593 5.19875 -0.046 -0.206 0.137 -0.36
C 1.66324 -1.31024 4.93372 0.273 0.292 0.141 -0.49
C 0.91286 -1.04065 3.81692 -0.022 -0.332 0.061 -0.44
H 2.82592 1.46066 2.47368 0.071 0.019 0.097 0.52
H 4.21445 0.96016 4.50900 -0.016 0.025 0.070 0.45
H 3.37589 -0.78572 6.11397 0.109 0.087 -0.071 0.44
H 1.37825 -2.07496 5.64244 -0.136 -0.041 -0.084 0.43
H 0.02627 -1.62357 3.60615 -0.066 0.172 -0.112 0.40
```
Forces are in eV/Å.

Properties
Multiplicity: 1
HOMO-LUMO gap: 1.38 eV
HOMO energy: -16.301 eV
Charge: +3

=====

Record 5
Here is C2H4IOP3 as an isolated structure from the OMol25 dataset. Energies are from wB97M-V/def2-TZVPD.

Geometry as XYZ:
```
11
Properties=species:S:1:pos:R:3:forces:R:3:mulliken_charge:R:1
C -1.15470 -0.13723 -0.16090 0.185 1.893 1.140 -0.09
C -1.37449 1.23337 0.25413 0.116 3.048 0.410 -0.67
O -0.12143 -2.29714 -0.64193 1.862 -1.964 0.971 -0.41
P 2.67598 -1.93478 0.94707 -1.044 0.695 -0.335 0.06
P 2.34549 -0.70949 -0.66453 -0.116 0.730 0.393 0.05
P 0.25460 -0.98895 0.24037 0.129 -1.561 -0.579 0.23
I 2.30862 1.82326 0.09963 0.141 -0.315 -0.158 -0.20
H -0.56227 1.96038 -0.32688 -1.858 -1.548 1.533 0.12
H -1.25160 1.40819 1.37514 0.740 -0.417 -1.245 0.30
H -2.41834 1.68144 0.20337 1.033 -0.892 -0.955 0.27
H -0.70187 -2.03905 -1.32547 -1.187 0.331 -1.173 0.34
```
Forces are in eV/Å.

Properties
Multiplicity: 1
HOMO-LUMO gap (spin up / spin down): 5.86 / 5.87 eV
HOMO energy (spin up / spin down): -8.219 / -8.220 eV
Charge: 0

=====

Record 6
Here is C3HCl4NSi in the gas phase from the OMol25 dataset. Energies are from wB97M-V/def2-TZVPD.

Geometry as XYZ:
```
10
Properties=species:S:1:pos:R:3:forces:R:3:mulliken_charge:R:1
C 0.11691 -1.24307 2.50069 1.234 -1.664 -0.546 0.17
C -0.08476 0.75520 0.29755 2.755 0.489 2.416 -0.49
C 1.30227 -1.30473 1.80277 1.189 1.806 -1.810 0.13
N -0.92659 -1.27907 2.96068 -1.894 0.130 1.377 -0.36
Si 1.65381 0.40077 0.94126 -2.276 -1.264 0.666 0.67
Cl 1.84003 -2.69723 0.93109 -0.480 0.093 0.726 -0.11
Cl -1.24613 1.17728 1.36731 -1.475 0.958 1.233 -0.10
Cl 2.48556 1.61253 2.30887 -0.006 0.386 -0.007 -0.21
Cl 2.62309 0.09841 -0.73201 1.383 -0.115 -1.280 -0.20
H -0.51902 0.51566 -0.58967 -0.430 -0.820 -2.775 0.49
```
Forces are in eV/Å.

Properties
Multiplicity: 1
HOMO-LUMO gap (spin up / spin down): 8.27 / 6.93 eV
HOMO energy (spin up / spin down): -9.356 / -8.784 eV
Charge: 0

=====

Record 7
Here is C4H2N4S in the gas phase from the OMol25 dataset. Energies are from wB97M-V/def2-TZVPD.

Geometry as XYZ:
```
11
Properties=species:S:1:pos:R:3:forces:R:3:mulliken_spin:R:1
C 0.96253 1.19341 -0.05846 0.563 -0.449 0.004 -0.04
C -0.28558 0.61058 -0.02708 -0.447 -1.901 0.045 0.28
C -0.31249 -0.87598 -0.02934 -1.835 1.876 0.128 -0.08
C 2.02966 0.35076 -0.03866 1.120 1.687 0.081 0.11
N -1.55497 1.04432 0.05317 0.433 1.048 -0.102 -0.08
N 0.71581 -1.57216 -0.05353 1.065 -1.266 -0.061 1.06
N -2.34736 0.05513 0.08678 -1.571 -0.017 0.079 0.30
N -1.68611 -1.09479 0.03567 1.218 -0.860 -0.090 0.07
S 3.54793 0.00391 0.04822 -0.727 -0.352 -0.105 0.38
H 1.10010 2.26156 -0.07664 0.254 0.100 0.008 -0.01
H -2.16952 -1.97673 0.05987 -0.072 0.136 0.014 0.00
```
Forces are in eV/Å.

Properties
Multiplicity: 3
HOMO-LUMO gap (spin up / spin down): 7.20 / 6.86 eV
HOMO energy (spin up / spin down): -7.804 / -9.077 eV
Expectation value of S²: 2.07
Charge: 0

=====

Record 8
Here is a 2-piece molecular cluster, C5H9ClOS overall from the OMol25 dataset. Energies are from wB97M-V/def2-TZVPD.

Geometry as XYZ:
```
17
Properties=species:S:1:pos:R:3:forces:R:3:mulliken_charge:R:1
C 0.38914 -2.10283 0.64354 0.143 -1.680 -1.297 -0.16
C -1.35425 2.09360 -1.08785 -2.033 -1.516 -1.312 -1.19
C -0.39652 0.89733 -1.10263 -1.357 0.932 0.259 -0.49
C 0.12612 0.56161 0.23334 -2.269 -3.763 1.734 -0.49
C 0.82494 -0.79592 0.07332 1.250 1.457 1.531 0.45
O 0.89030 -3.17357 0.29834 -0.582 0.736 -0.287 -0.59
S 1.32914 -1.78883 2.87942 -0.712 1.462 -0.008 -0.29
Cl 2.14402 -0.66591 -0.97934 -0.271 -0.791 0.536 -0.06
H -0.68432 -2.01375 0.93453 0.426 0.005 0.471 0.30
H -1.02997 2.93108 -0.50984 0.883 0.758 -0.231 0.34
H -2.35853 1.89380 -0.59666 0.999 -0.239 -0.823 0.31
H -1.49168 2.24087 -2.21088 -0.310 0.783 1.692 0.31
H -0.86353 -0.06001 -1.28304 -0.942 0.082 -1.263 0.39
H 0.26416 1.10473 -1.90062 1.356 -0.114 -0.439 0.39
H -0.89844 0.32736 0.80677 2.443 0.602 -0.474 0.22
H 0.74892 1.18582 0.79219 0.910 1.377 0.681 0.45
H 2.36051 -2.63537 3.00940 0.065 -0.092 -0.770 0.13
```
Forces are in eV/Å.

Properties
Multiplicity: 1
HOMO-LUMO gap (spin up / spin down): 5.76 / 5.76 eV
HOMO energy (spin up / spin down): -8.387 / -8.390 eV
Charge: 0

=====

Q: Which relative energy (zero: lowest compared OMol25 entry of this formula, charge and spin) values were calculated for the entries above? A: 34.4; 7.0; 133.5; 6.7; 105.6; 18.7; 25.2; 90.0, in kcal per mole.
Q: Which energy values were calculated for the entries above? A: -86643.358; -21405.806; -9358.648; -32202.166; -40148.260; -62584.014; -20970.682; -30731.534, in eV.